(1)
Below is 11 unconnected molecules or ions with the total composition C31H58Br21ClN2O3, with properties calculated with ωB97M-V/def2-TZVPD.

Calculated values
Orbital gap = 9.790 eV

CARTESIAN COORDINATES (ANGSTROEM)
1 H 3.8652 -4.6400 3.0000
2 C -2.3088 7.4465 -9.8025
3 N 0.1209 2.1806 2.8556
4 O -2.7924 6.1150 -3.4057
5 Cl 2.2372 3.4768 3.8543
6 H -4.5326 6.9030 -5.0753
7 Br 2.8495 -11.4084 2.6143
8 H 4.0826 0.3829 -1.6142
9 H 3.4042 -4.8554 1.2986
10 H -0.7597 3.8938 8.7998
11 C -2.5662 6.8498 -4.3462
12 Br 3.1829 -1.5687 3.8153
13 H 6.8272 -2.7309 0.6337
14 H -2.3428 6.2062 -8.0293
15 H -0.6078 5.5945 8.3122
16 H 0.8274 4.3494 6.8114
17 H 0.5573 -12.0483 3.3185
18 C -0.9370 4.6062 8.0009
19 C 0.3900 -11.7829 1.1810
20 H -3.1493 7.0242 -10.3481
21 C -3.6375 7.5177 -5.1535
22 H -2.3800 -4.7186 2.6056
23 C -5.8110 -4.0169 0.9930
24 C -9.4848 -5.4292 0.3432
25 C 2.9559 -6.5319 2.5766
26 Br -3.0122 8.9678 -8.8155
27 H 1.0343 -11.7574 0.3084
28 H 5.2290 -2.7747 1.4057
29 H 1.4558 4.6744 -2.7875
30 Br 5.6918 -0.5296 0.4843
31 O -0.0746 5.2532 3.1245
32 H -10.1992 -6.2317 0.1946
33 H -5.0591 -3.7665 1.7345
34 H -3.3569 7.6333 -6.2007
35 C -0.3164 6.1527 -4.5247
36 C 5.7778 -2.4715 0.5195
37 H 3.4513 -7.1874 3.2860
38 H 1.3127 -13.3262 2.3431
39 H 4.9079 -1.0308 6.1688
40 H -0.8012 5.2382 -4.1781
41 H -1.5824 7.8442 -10.5029
42 H 5.5765 -2.5721 -1.6340
43 Br 4.2699 -1.0119 -4.2075
44 Br 3.5853 2.4815 1.0720
45 H -1.4928 5.4961 -9.4160
46 H 5.4040 -0.6985 3.1627
47 Br -4.1013 -2.5184 -0.7418
48 C 1.0839 3.1892 2.4961
49 C -5.8764 -2.9980 -0.1114
50 H 3.0480 4.4705 -0.8070
51 Br -11.6377 -3.7669 -0.5779
52 C -9.7571 -4.2496 -0.5514
53 C 1.7013 6.0962 -1.1839
54 Br -9.5708 -4.9536 2.2284
55 N 0.1087 4.6923 0.8842
56 C 4.5265 0.8433 -3.6812
57 Br -0.0138 -4.1578 0.9991
58 Br -1.2112 -6.7628 3.4107
59 Br 4.9689 1.2884 5.2807
60 H 4.1290 1.4528 -4.4861
61 Br 2.4708 -7.6214 1.0472
62 C 0.7494 6.5809 -3.5032
63 C 1.1143 -12.2593 2.4116
64 H -0.8109 4.3776 0.5942
65 H -9.2156 -3.3631 -0.2354
66 Br 5.6373 -5.8485 1.7571
67 H -2.1076 -5.0648 0.0742
68 C -1.7035 6.4185 -8.8804
69 O -1.3124 7.1608 -4.7458
70 C 5.0952 -1.2787 4.0268
71 H 0.1176 2.1076 3.8674
72 H 5.4373 -4.1316 -0.7855
73 Br -2.8653 4.7318 7.7885
74 C 2.2433 4.9874 -0.2749
75 H 0.3737 1.2796 2.4688
76 C 5.4344 -0.5977 5.3246
77 Br -0.0090 7.0351 -8.1635
78 H 1.7012 6.6820 -4.0357
79 C 0.3026 4.4943 2.2662
80 C 0.9330 5.5525 -2.3877
81 H -0.6099 4.7639 5.8601
82 C 3.7959 -5.3525 2.1796
83 H 0.4744 7.5546 -3.0929
84 H -6.7758 -4.1373 1.4802
85 H -9.4967 -4.4907 -1.5796
86 Br -5.3571 -5.7829 0.3113
87 C 1.1829 3.9820 0.1399
88 C -2.1766 -5.6675 2.1187
89 H -8.4759 -5.8046 0.1783
90 C 5.2109 -3.0695 -0.7403
91 H -3.1094 -6.1957 1.9445
92 H 5.6026 0.9837 -3.6124
93 H -0.9822 -6.3925 0.4560
94 Br 3.2718 -2.9270 -0.7895
95 H 6.5067 -0.6386 5.5012
96 C 3.8846 1.1481 -2.3558
97 C -1.4349 -5.4761 0.8244
98 H -0.0605 5.2238 -2.0634
99 C -0.2477 4.2130 6.7230
100 H -6.4265 -3.3605 -0.9742
101 H 4.2206 2.1121 -1.9805
102 H -0.4688 -12.4197 0.9819
103 C 1.7041 2.8889 1.1190
104 Br -0.5015 2.3284 6.3157
105 H 2.0145 -6.1826 2.9936
106 H -6.3263 -2.0767 0.2516
107 H 0.1477 5.9376 -5.4862
108 H 2.6954 5.4214 0.6236
109 H 0.7646 3.4479 -0.7135
110 H 5.5434 -2.2702 3.9868
111 H 2.5547 6.6827 -1.5377
112 Br -0.3167 -9.9866 1.4103
113 H 1.0386 6.7323 -0.5918
114 Br 1.9498 1.2855 -2.4836
115 H -3.8361 8.5132 -4.7463
116 H 1.2637 1.9449 0.7986

Force components x, y, z for each atom (eV/Å):
-0.017 -0.019 0.006
-0.095 0.015 0.059
0.293 0.067 -0.095
0.146 0.345 -0.798
0.178 0.029 -0.187
-0.034 0.168 0.067
-0.041 0.014 0.018
0.013 -0.014 0.020
-0.044 0.032 -0.007
0.028 -0.002 0.015
0.113 -0.394 0.998
-0.007 0.006 -0.052
0.008 -0.006 -0.033
-0.032 -0.019 -0.004
0.009 0.014 -0.024
0.006 -0.007 0.016
-0.030 -0.014 0.006
-0.084 0.041 -0.007
-0.133 0.078 -0.021
-0.020 -0.014 0.032
-0.037 0.076 -0.090
-0.008 0.005 0.021
-0.043 -0.128 0.024
0.108 -0.012 0.095
-0.095 -0.063 -0.076
0.021 -0.004 -0.093
0.029 -0.024 -0.001
-0.017 -0.060 -0.010
-0.097 -0.016 -0.002
0.084 0.058 -0.042
-0.035 -0.795 -0.477
-0.015 -0.007 -0.028
0.000 0.020 0.021
0.088 0.032 0.144
0.491 -0.293 0.544
0.025 0.048 -0.019
0.025 0.017 0.015
-0.003 -0.007 -0.020
0.005 -0.032 0.009
-0.092 0.123 -0.010
0.023 -0.024 -0.022
0.025 -0.004 -0.010
-0.016 0.037 -0.010
0.117 0.110 0.100
0.011 0.022 -0.043
0.038 -0.005 0.070
-0.020 -0.035 -0.015
0.295 0.261 0.209
0.113 0.090 -0.003
-0.083 -0.074 0.067
0.035 0.020 0.029
-0.102 0.004 -0.055
-0.001 -0.287 0.105
0.002 0.002 -0.056
0.308 -0.900 -0.258
0.031 -0.099 -0.013
0.115 -0.080 0.034
0.080 0.116 -0.103
-0.022 -0.056 0.011
0.000 0.023 -0.005
0.101 0.059 -0.033
-0.002 -0.246 -0.257
0.120 -0.015 0.007
-0.140 0.446 0.056
0.029 0.003 0.000
-0.035 -0.043 0.004
-0.046 -0.039 0.013
0.073 0.069 -0.006
-0.391 -0.266 -0.583
-0.058 -0.098 -0.032
-0.443 -0.047 -0.023
-0.003 -0.014 0.036
0.023 -0.038 0.016
0.049 0.153 -0.429
0.112 -0.036 0.092
-0.012 0.142 0.014
0.042 -0.012 -0.033
-0.033 0.286 0.171
-0.212 0.987 0.556
-0.106 0.105 0.104
0.025 0.021 -0.016
0.076 0.106 0.091
0.022 -0.017 0.002
-0.056 0.054 -0.001
0.007 -0.027 0.001
-0.077 -0.017 -0.064
0.174 0.016 0.531
-0.029 -0.110 0.122
0.005 0.010 -0.010
-0.116 -0.022 -0.005
0.030 -0.007 -0.034
0.006 0.006 0.025
0.029 0.010 0.029
0.018 0.050 -0.033
0.011 -0.018 -0.029
-0.065 0.076 0.015
0.030 0.115 -0.026
0.058 -0.061 -0.013
0.069 -0.006 -0.124
-0.028 -0.004 -0.001
0.019 0.004 -0.010
-0.001 -0.016 0.017
-0.606 -0.553 -0.185
-0.098 -0.054 0.183
-0.053 0.043 0.014
0.008 0.001 0.027
-0.162 0.212 -0.086
-0.037 -0.011 -0.009
0.035 0.305 -0.076
0.038 0.007 0.047
-0.098 0.133 0.101
-0.049 -0.104 0.026
0.112 0.161 -0.140
-0.047 -0.036 -0.025
-0.024 -0.113 -0.028
0.059 0.069 -0.035

(2)
Below is a molecular structure, C31H58Br2NO6Si4Yb, with properties calculated with ωB97M-V/def2-TZVPD.

Calculated values
Energy above the lowest of the compared OMol25 structures with the same formula, charge and spin = 32.1 kcal per mole
2S+1 = 2
Orbital gap (alpha / beta) = 7.174 / 6.230 eV

CARTESIAN COORDINATES (ANGSTROEM)
1 H 10.6624 12.5087 6.3428
2 H 15.4823 10.0694 9.1375
3 O 12.5495 10.7083 8.9635
4 C 8.6458 11.5882 8.1910
5 H 6.6353 11.0328 8.2444
6 H 17.7265 11.6924 5.6127
7 H 18.9549 13.4834 6.6352
8 C 6.8847 14.2220 9.1449
9 C 7.9486 9.3530 8.7030
10 O 16.2329 14.8894 9.1725
11 H 15.7692 15.3855 6.3269
12 H 12.1517 17.1571 11.4712
13 H 10.9254 13.5102 4.8657
14 C 17.1094 16.9330 10.0218
15 O 12.6803 15.8406 8.6433
16 C 16.5665 10.1429 8.9789
17 H 6.0979 14.9168 9.4482
18 H 15.8621 10.5377 11.6905
19 H 11.4551 6.3541 8.9135
20 H 10.6688 16.2225 11.7694
21 H 17.4308 12.7875 4.2372
22 H 9.9268 18.2564 8.3566
23 C 13.7937 16.7078 8.4082
24 H 10.2635 13.4701 10.8137
25 C 9.1890 13.5523 10.9698
26 H 7.1756 8.5869 8.7327
27 Yb 12.1130 12.8983 8.6506
28 H 7.3679 17.0008 10.0208
29 H 8.6625 12.5968 10.7607
30 N 9.9177 11.3223 8.3885
31 C 10.9956 13.4836 5.9528
32 Si 11.2175 16.3492 9.3066
33 Si 15.8066 13.3269 8.8067
34 H 17.3072 11.4262 12.0638
35 H 17.0601 9.1347 9.0789
36 H 8.4061 12.6234 7.8605
37 H 8.0410 13.7685 5.9494
38 C 18.1963 14.2525 6.3537
39 H 8.2451 15.1691 4.8964
40 H 11.6990 18.5750 8.2284
41 C 17.0076 12.3988 5.2065
42 C 11.0966 7.3750 8.8227
43 O 14.2214 13.1622 8.7134
44 H 18.7402 11.7838 8.7217
45 Si 9.9984 14.9778 6.6898
46 H 6.6259 13.2587 9.6210
47 C 7.6285 10.6672 8.3759
48 H 12.0999 13.5242 6.2126
49 H 16.3937 15.8135 12.3931
50 H 17.6673 17.4176 10.8641
51 H 7.5462 16.2354 11.5453
52 C 16.8537 13.5487 6.1829
53 H 13.7339 17.6721 8.9971
54 C 8.2556 14.8576 5.9477
55 Br 8.6493 6.0843 8.9980
56 C 11.6776 9.7760 8.8350
57 O 16.5289 12.3748 9.8983
58 H 10.3265 17.3912 6.0681
59 H 7.5110 15.4755 6.4286
60 C 11.5843 16.2681 11.1574
61 H 9.0447 13.8597 12.0260
62 C 18.6199 11.2951 9.6924
63 Br 13.7911 7.8812 8.3673
64 H 15.9300 14.1928 11.8242
65 H 19.1237 11.9180 10.4612
66 H 10.7661 18.8090 9.8329
67 C 10.2665 10.0542 8.7454
68 C 10.8273 16.4283 5.8070
69 C 8.1135 16.4594 10.6599
70 H 13.7767 16.9814 7.3337
71 C 17.1504 11.0870 10.0054
72 H 16.0358 11.8975 4.9884
73 H 18.1231 13.8387 10.9989
74 C 16.8763 15.4685 10.3525
75 C 16.9199 10.6375 11.4295
76 H 11.8849 16.4880 6.0710
77 C 15.7200 14.4671 5.7352
78 O 16.5219 12.9012 7.4220
79 C 18.2590 14.8476 10.6041
80 H 16.7472 10.5677 7.9724
81 C 9.9860 15.2225 8.5186
82 C 10.8643 18.2049 8.9195
83 H 16.1776 17.5139 9.9052
84 Si 8.6260 14.8934 9.7007
85 C 12.0293 8.3917 8.7285
86 H 17.4443 9.6516 11.5931
87 C 9.2720 8.9891 8.8815
88 H 10.7720 16.3358 4.7088
89 H 19.1009 10.3173 9.6745
90 H 8.9680 17.1448 10.8882
91 H 17.7028 17.0147 9.0848
92 H 18.7461 15.4914 11.3410
93 C 9.7327 7.6410 8.8811
94 H 12.1838 15.3812 11.3295
95 H 14.7018 16.1445 8.6603
96 H 14.7531 13.9575 5.9240
97 H 18.4940 14.6431 5.3699
98 H 15.8706 14.7480 4.6672
99 H 18.8254 14.7678 9.6446
100 H 6.7919 14.1810 8.0434
101 H 14.9825 15.6180 11.3549
102 C 15.9696 15.2739 11.5571
103 H 18.1546 15.0639 7.0972

Force components x, y, z for each atom (eV/Å):
-0.257 0.039 -0.464
0.290 -0.178 -0.104
0.041 2.191 -0.508
0.179 1.387 -0.246
-0.624 -0.185 -0.128
-0.068 -0.240 -0.001
-0.489 0.666 0.002
0.285 0.236 -0.470
-1.287 0.959 -0.349
0.224 -0.205 0.487
-0.255 -0.004 -0.007
-0.059 -0.270 -0.147
0.148 -0.187 0.034
0.126 0.899 0.202
-0.119 -0.117 -0.178
0.030 -0.530 -0.248
0.125 0.133 0.136
0.057 -0.139 -0.350
-0.138 0.124 -0.325
0.437 -0.065 -0.073
-0.460 -0.414 0.785
0.128 0.098 0.088
-0.067 0.425 -0.067
0.336 -0.391 0.164
-0.568 0.401 0.095
0.118 0.172 0.143
0.928 0.121 -0.259
0.795 -0.180 0.279
0.539 0.466 0.299
0.952 -0.020 0.612
0.602 -0.176 1.498
-0.368 0.716 -0.592
0.954 0.271 0.407
0.335 -0.102 0.396
-0.628 0.885 -0.202
0.206 -0.898 0.332
-0.606 0.608 0.074
0.280 -0.325 -0.293
0.264 -0.128 0.059
-1.134 -0.142 1.052
0.055 0.235 -1.409
-1.380 -0.072 0.216
-2.352 -0.070 -0.013
-0.087 -0.119 0.082
-0.080 1.340 0.052
0.262 0.285 -0.411
0.331 -0.961 0.362
-0.551 0.331 -0.498
-0.032 0.162 0.373
-0.320 -0.375 -0.756
0.002 -0.241 0.674
-0.304 -0.660 0.445
0.017 -1.054 -0.408
0.783 -0.908 -0.529
-0.379 0.459 0.042
-0.375 -2.390 0.005
-0.508 0.070 0.762
0.418 -0.639 -0.085
-0.200 -0.183 0.421
-0.768 0.091 -0.058
-0.034 -0.303 -0.525
0.576 0.125 0.640
0.360 0.106 0.159
-0.017 0.677 -0.188
-0.301 -0.351 -0.403
0.247 -0.036 -0.374
-0.487 -1.143 0.032
-0.304 0.458 -0.148
0.257 0.804 -1.139
0.234 -0.042 0.469
-0.222 0.685 -0.634
0.700 0.306 0.276
0.209 0.165 0.018
-0.002 -0.398 -0.835
0.457 -0.940 0.121
0.022 0.160 0.056
0.300 0.280 -0.074
0.197 0.250 -0.896
-0.462 -0.335 -0.520
-0.085 -0.441 0.451
0.914 -1.385 0.275
1.004 -0.494 -0.833
0.267 -0.373 -0.069
-0.955 -0.447 0.666
-0.299 1.891 0.173
-0.490 1.057 0.109
1.595 0.037 -1.144
-0.012 -0.085 0.322
0.243 0.019 -0.068
-0.910 -0.428 -0.068
-0.329 0.010 0.622
0.325 -0.266 -0.174
1.370 -0.098 0.587
0.186 -0.218 0.322
-0.286 0.459 -0.189
0.476 0.346 -0.386
0.040 0.159 0.318
-0.369 -0.270 0.672
-0.266 0.263 0.807
-0.032 -0.368 0.518
-0.837 0.395 -0.159
0.924 -1.082 0.062
0.015 -0.346 -0.247

no.,strongest force on any atom (hartree/bohr)
1,0.02242
2,0.04705